Computed, not measured: C48H73IN8O3PSn as an isolated structure, with the ωB97M-V functional and the def2-TZVPD basis.

**F_max**: 0.49 eV/Å
**HOMO-LUMO gap**: 0.280 Eh
**HOMO level**: -10.09 eV
**DFT total energy**: -92245.2532 eV
**Net charge**: +1

Last column: Mulliken charge in e.
Positions of all 135 atoms, in Å:
Sn  -0.162  -0.576  0.608  0.42
C  1.523  -5.054  2.940  -1.57
C  1.130  -4.660  1.506  1.89
C  0.443  -5.854  0.839  -2.11
C  2.344  -4.159  0.740  0.70
C  3.142  -5.065  0.051  -0.40
C  4.288  -4.654  -0.608  -1.41
C  4.659  -3.322  -0.554  -1.24
C  3.894  -2.374  0.124  1.08
C  4.456  -0.964  0.177  0.23
C  3.601  0.072  -0.547  -1.48
C  4.799  -0.499  1.596  -1.26
C  2.711  -2.801  0.752  -1.05
N  1.811  -1.886  1.395  1.93
C  1.919  -1.712  2.672  -0.94
C  0.927  -1.056  3.432  0.34
C  0.886  -0.839  4.805  -1.86
C  -0.383  -0.324  5.082  -0.89
C  -1.077  -0.264  3.865  -0.58
N  -0.289  -0.722  2.863  1.09
C  -2.511  0.165  3.650  2.93
C  -2.535  1.622  3.167  -2.02
C  -3.186  -0.724  2.600  -1.26
C  -3.288  0.064  4.964  -2.48
H  0.658  -5.456  3.473  0.42
H  1.906  -4.211  3.513  0.28
H  2.299  -5.824  2.915  0.37
H  0.409  -3.842  1.573  -0.75
H  0.973  -6.785  1.054  0.49
H  0.387  -5.744  -0.246  0.49
H  -0.572  -5.963  1.226  0.42
H  2.865  -6.113  0.035  0.41
H  4.901  -5.369  -1.143  0.41
H  5.575  -3.004  -1.041  0.43
H  5.401  -1.016  -0.365  0.68
H  2.576  0.066  -0.175  -0.09
H  3.582  -0.115  -1.623  0.48
H  4.009  1.074  -0.390  0.56
H  3.909  -0.184  2.139  -0.15
H  5.480  0.355  1.551  0.48
H  5.290  -1.291  2.165  0.43
H  2.778  -2.116  3.210  0.61
H  1.688  -1.036  5.502  0.59
H  -0.765  -0.050  6.053  0.52
H  -3.564  1.940  2.972  0.61
H  -2.105  2.282  3.926  0.47
H  -1.959  1.735  2.250  0.41
H  -2.758  -0.567  1.608  -0.15
H  -4.247  -0.478  2.531  0.41
H  -3.091  -1.782  2.862  0.40
H  -2.892  0.753  5.712  0.41
H  -3.247  -0.948  5.371  0.45
H  -4.335  0.323  4.793  0.45
C  -5.386  -1.149  -6.099  -1.10
C  -4.191  -2.073  -6.293  -0.86
N  -3.101  -1.824  -5.341  0.33
C  -2.869  -2.831  -4.310  -0.18
C  -3.977  -2.886  -3.267  -0.94
C  -2.323  -0.742  -5.578  0.03
O  -2.487  -0.022  -6.554  -0.65
C  -1.211  -0.383  -4.624  0.57
C  -0.025  0.074  -5.191  -1.00
C  0.983  0.539  -4.368  -1.17
C  0.758  0.551  -2.999  -0.18
N  -0.375  0.135  -2.441  1.04
C  -1.336  -0.319  -3.244  -0.36
H  -6.189  -1.429  -6.783  0.39
H  -5.100  -0.120  -6.309  0.31
H  -5.769  -1.208  -5.079  0.28
H  -3.795  -1.950  -7.299  0.45
H  -4.488  -3.115  -6.169  0.43
H  -1.906  -2.644  -3.840  -0.35
H  -2.791  -3.804  -4.804  0.43
H  -4.042  -1.949  -2.708  0.13
H  -3.790  -3.697  -2.559  0.33
H  -4.944  -3.070  -3.737  0.43
H  0.075  0.075  -6.269  0.52
H  1.915  0.907  -4.778  0.53
H  1.516  0.917  -2.316  0.35
H  -2.254  -0.623  -2.747  0.36
O  -2.566  0.858  -0.327  -0.71
H  -1.852  1.514  -0.241  -0.11
H  -3.220  1.250  -0.916  0.27
I  -2.147  -3.333  0.016  0.14
C  -0.724  -3.665  -1.492  -0.49
C  -0.898  -4.718  -2.377  -0.76
C  0.063  -4.876  -3.362  -0.52
C  1.128  -3.988  -3.418  -1.26
C  1.191  -2.970  -2.482  -0.28
N  0.273  -2.809  -1.523  2.02
H  -1.747  -5.383  -2.294  0.52
H  -0.020  -5.687  -4.076  0.50
H  1.900  -4.084  -4.170  0.56
H  2.011  -2.260  -2.483  0.18
O  -0.139  1.962  0.670  1.24
P  0.168  3.385  1.098  -2.70
N  1.121  3.412  2.431  0.59
C  1.984  4.562  2.775  -0.96
C  3.338  3.922  3.054  -0.74
C  2.945  2.615  3.746  -0.64
C  1.662  2.169  3.031  1.22
N  0.959  4.228  -0.090  0.45
C  2.168  3.596  -0.679  0.20
C  2.152  4.023  -2.152  -0.44
C  1.291  5.287  -2.149  -0.89
C  0.205  4.934  -1.146  -0.55
N  -1.158  4.277  1.461  0.47
C  -1.274  5.104  2.680  -0.25
C  -2.525  5.932  2.418  -0.93
C  -3.418  4.973  1.633  -0.72
C  -2.435  4.240  0.716  0.07
H  1.612  5.053  3.679  0.48
H  1.998  5.289  1.965  0.43
H  3.976  4.555  3.669  0.49
H  3.856  3.717  2.114  0.11
H  2.737  2.800  4.801  0.42
H  3.724  1.860  3.686  0.29
H  0.948  1.733  3.726  -0.31
H  1.866  1.422  2.258  -0.81
H  2.141  2.512  -0.568  -0.49
H  3.062  3.965  -0.171  0.22
H  1.672  3.257  -2.763  -0.05
H  3.156  4.190  -2.539  0.48
H  0.888  5.537  -3.129  0.43
H  1.869  6.137  -1.781  0.33
H  -0.538  4.282  -1.626  0.31
H  -0.307  5.802  -0.736  0.27
H  -0.394  5.727  2.825  0.32
H  -1.397  4.475  3.566  0.26
H  -2.275  6.801  1.804  0.31
H  -2.982  6.284  3.341  0.43
H  -4.193  5.484  1.063  0.45
H  -3.899  4.267  2.312  0.13
H  -2.350  4.755  -0.243  0.60
H  -2.755  3.219  0.531  -0.30

Computed, not measured: a 12-piece molecular cluster, C48H74F15N7O10 overall at a distorted geometry, with the ωB97M-V functional and the def2-TZVPD basis.

**F_max**: 3.57 eV/Å
**HOMO-LUMO gap**: 0.406 Eh
**HOMO level**: -11.15 eV
**DFT total energy**: -122644.3420 eV
**SMILES string**: CCOC(=O)C(F)(F)F.CCOC(=O)C(F)(F)F.CCOC(=O)C(F)(F)F.CCOC(=O)C(F)(F)F.CCOC(=O)C(F)(F)F.CCCC#N.CCCC#N.CCCC#N.CCCC#N.CCCC#N.CCCC#N.CCCC#N
**Net charge**: 0

Last column: Mulliken charge in e.
Positions of all 154 atoms, in Å:
C  13.270  8.902  20.626  -1.57
C  13.068  10.404  20.290  1.56
O  11.831  10.917  20.900  -0.27
C  10.753  10.778  20.204  0.43
O  10.601  10.212  19.129  -0.55
C  9.469  11.236  20.879  0.80
F  8.596  11.735  20.042  -0.23
F  8.805  10.211  21.510  -0.27
F  9.786  12.122  21.865  -0.22
H  14.260  8.495  20.443  0.27
H  12.589  8.288  20.062  0.44
H  13.032  8.845  21.684  0.43
H  13.062  10.530  19.222  -0.43
H  13.831  11.065  20.708  -0.29
C  17.592  17.844  17.093  -1.26
C  18.115  16.775  18.127  0.11
O  19.031  15.898  17.380  -0.20
C  19.457  14.883  18.015  -0.39
O  19.148  14.515  19.147  -0.54
C  20.415  14.016  17.133  1.36
F  21.676  14.237  17.610  -0.30
F  20.171  12.701  17.189  -0.05
F  20.425  14.343  15.838  -0.21
H  16.976  17.411  16.287  0.08
H  18.451  18.226  16.548  0.45
H  16.996  18.650  17.522  0.47
H  17.271  16.244  18.595  -0.05
H  18.674  17.278  18.918  0.39
C  11.863  16.134  24.273  -1.35
C  11.779  14.797  23.600  0.08
O  12.896  13.953  24.029  -0.27
C  13.834  13.663  23.175  0.43
O  13.895  13.994  22.000  -0.56
C  14.873  12.795  23.785  0.85
F  14.712  12.484  25.064  -0.27
F  14.948  11.618  23.124  -0.23
F  16.108  13.379  23.649  -0.19
H  11.050  16.778  23.932  0.38
H  12.791  16.684  24.101  0.33
H  11.793  16.012  25.352  0.35
H  11.855  14.976  22.520  0.08
H  10.834  14.280  23.800  0.35
C  17.078  11.519  20.317  -0.69
C  16.430  12.743  19.648  0.51
O  16.806  12.712  18.213  0.70
C  16.007  12.001  17.469  -0.16
O  15.023  11.404  17.788  -0.66
C  16.505  12.054  15.992  0.35
F  17.531  12.865  15.746  0.10
F  16.959  10.845  15.677  -0.20
F  15.498  12.388  15.144  0.08
H  18.135  11.333  20.101  -0.09
H  16.583  10.666  19.845  -0.07
H  16.930  11.486  21.384  0.53
H  16.830  13.647  20.090  0.15
H  15.336  12.777  19.664  -0.74
C  12.588  9.748  15.882  -0.56
C  13.471  8.722  15.168  -0.47
O  14.751  8.511  15.873  -0.18
C  14.699  7.842  16.972  0.40
O  13.779  7.341  17.528  -0.57
C  16.178  7.718  17.552  0.85
F  16.560  6.381  17.649  -0.31
F  17.166  8.357  16.887  -0.23
F  16.191  8.245  18.792  -0.26
H  13.053  10.728  15.931  -0.08
H  12.380  9.382  16.904  0.24
H  11.632  9.822  15.337  0.51
H  13.786  9.090  14.193  0.26
H  12.935  7.763  15.052  0.42
C  14.366  15.584  11.898  -1.46
C  14.529  14.891  13.300  0.30
C  13.222  14.359  13.872  1.33
C  12.763  13.207  13.170  0.25
N  12.374  12.267  12.603  -0.71
H  13.776  16.487  12.027  0.37
H  13.823  14.925  11.215  0.33
H  15.314  15.895  11.451  0.40
H  14.945  15.602  13.998  0.30
H  15.258  14.071  13.264  -0.41
H  12.423  15.131  13.848  0.59
H  13.420  14.099  14.908  -1.33
C  15.565  11.201  11.514  -0.74
C  16.349  9.881  11.734  -0.15
C  17.812  10.002  11.290  0.37
C  17.885  10.141  9.850  0.06
N  17.938  10.352  8.726  -0.48
H  15.710  11.490  10.471  0.50
H  15.871  11.963  12.207  -0.12
H  14.468  11.133  11.684  0.25
H  15.931  9.030  11.189  0.40
H  16.318  9.609  12.798  -0.06
H  18.399  9.104  11.493  0.46
H  18.244  10.902  11.709  -0.50
C  18.409  15.597  24.237  -1.02
C  19.690  15.475  23.461  -0.71
C  19.660  14.351  22.408  0.66
C  19.478  13.014  22.955  0.20
N  19.284  11.990  23.445  -0.61
H  18.307  14.765  24.924  0.32
H  17.568  15.694  23.568  0.17
H  18.351  16.534  24.824  0.41
H  20.544  15.329  24.103  0.34
H  19.849  16.430  22.912  0.34
H  20.548  14.328  21.774  0.41
H  18.906  14.503  21.643  -0.36
C  20.717  11.218  14.079  -0.35
C  21.942  11.853  13.603  -0.58
C  23.033  12.016  14.739  0.29
C  24.315  12.319  14.175  0.04
N  25.318  12.521  13.651  -0.47
H  20.128  11.919  14.664  -0.20
H  20.965  10.421  14.779  0.60
H  20.181  10.793  13.233  -0.02
H  21.714  12.796  13.121  0.30
H  22.385  11.248  12.789  0.47
H  23.126  11.141  15.405  0.15
H  22.722  12.811  15.450  -0.19
C  18.701  13.940  12.726  -0.29
C  18.250  15.350  13.173  0.54
C  19.366  16.356  13.000  -0.41
C  19.031  17.616  13.716  0.20
N  18.662  18.518  14.347  -0.59
H  17.990  13.174  13.096  -0.34
H  19.627  13.672  13.238  -0.41
H  18.761  13.863  11.619  0.58
H  18.057  15.271  14.244  -0.24
H  17.336  15.619  12.626  0.11
H  19.386  16.546  11.943  0.50
H  20.258  15.949  13.429  0.21
C  20.884  9.410  21.186  -1.43
C  20.216  9.030  19.885  0.64
C  21.246  8.821  18.785  -0.58
C  22.008  10.049  18.561  0.34
N  22.644  11.020  18.380  -0.54
H  21.610  10.199  21.013  0.37
H  21.435  8.607  21.703  0.36
H  20.201  9.843  21.898  0.37
H  19.602  9.860  19.563  -0.49
H  19.667  8.104  20.085  0.36
H  20.817  8.431  17.851  0.26
H  21.992  8.059  19.034  0.42
C  11.655  13.383  17.469  -1.14
C  12.523  13.541  18.722  1.66
C  13.183  14.942  18.753  -0.60
C  14.246  15.038  17.762  -0.10
N  15.106  15.062  16.968  -0.16
H  10.964  14.194  17.446  0.53
H  11.074  12.449  17.479  0.35
H  12.285  13.438  16.578  -0.24
H  13.298  12.776  18.683  -1.09
H  11.954  13.391  19.644  0.08
H  13.689  15.143  19.706  0.03
H  12.507  15.769  18.565  0.78